Record 1
Entry from the OMol25 dataset: a cluster of 4 separate species, C14H24O14PS in total in a non-equilibrium geometry (ωB97M-V/def2-TZVPD).

CARTESIAN COORDINATES (ANGSTROEM)
C (1.845, -2.650, -3.490)
C (1.541, -2.322, -2.047)
C (2.569, -2.982, -1.181)
O (3.657, -3.086, -1.528)
O (2.274, -3.456, 0.086)
C (0.953, -3.819, 0.358)
C (0.967, -4.158, 1.818)
S (1.292, -2.752, 2.896)
P (0.424, -0.920, 2.158)
O (1.046, -0.555, 0.937)
O (-1.052, -1.211, 1.996)
O (0.638, 0.128, 3.220)
H (1.798, -3.709, -3.632)
H (1.116, -2.164, -4.088)
H (2.819, -2.292, -3.732)
H (1.628, -1.269, -1.883)
H (0.527, -2.608, -1.841)
H (0.624, -4.694, -0.169)
H (0.250, -3.026, 0.199)
H (1.816, -4.801, 1.950)
H (0.117, -4.718, 2.140)
H (2.609, -2.515, 2.808)
H (-1.356, -0.642, 1.254)
H (1.426, 0.626, 2.917)
C (2.314, 4.378, 3.063)
C (3.643, 4.473, 2.343)
O (4.278, 3.239, 2.715)
C (3.324, 2.360, 3.045)
O (3.510, 1.197, 3.240)
O (2.112, 2.955, 3.130)
H (1.502, 4.860, 2.528)
H (2.355, 4.774, 4.078)
H (3.533, 4.497, 1.258)
H (4.238, 5.324, 2.657)
C (-1.247, 3.094, -2.808)
C (-1.110, 1.814, -2.011)
O (-1.132, 0.812, -3.033)
C (-0.739, 1.393, -4.203)
O (-0.495, 0.797, -5.196)
O (-0.660, 2.741, -4.068)
H (-0.723, 3.934, -2.360)
H (-2.289, 3.374, -2.974)
H (-0.157, 1.757, -1.479)
H (-1.914, 1.666, -1.305)
C (-5.698, 0.474, -0.489)
C (-5.543, -0.469, 0.685)
O (-4.174, -0.896, 0.546)
C (-3.518, 0.045, -0.148)
O (-2.326, 0.073, -0.293)
O (-4.350, 0.954, -0.664)
H (-6.378, 1.296, -0.291)
H (-6.009, -0.033, -1.401)
H (-5.658, 0.031, 1.646)
H (-6.219, -1.317, 0.644)

## Properties
**Orbital gap**: 0.3613 hartree
**E_LUMO**: -2.9 eV
**Total energy**: -63691.472 eV
**Total charge**: +1
**2S+1**: 1

Record 2
Entry from the OMol25 dataset: a cluster of 3 separate species, C14H25BClF2NO6 in total in a non-equilibrium geometry (ωB97M-V/def2-TZVPD).

CARTESIAN COORDINATES (ANGSTROEM)
O (1.313, 1.394, -1.863)
C (1.628, 2.554, -1.660)
O (2.131, 3.017, -0.476)
C (2.487, 4.368, -0.693)
C (1.625, 4.747, -1.849)
F (2.237, 5.669, -2.625)
O (1.514, 3.550, -2.584)
H (3.556, 4.429, -0.924)
H (2.284, 4.974, 0.194)
H (0.627, 5.100, -1.568)
O (-0.187, -3.106, -5.538)
C (0.128, -1.946, -5.335)
O (0.631, -1.483, -4.151)
C (0.987, -0.132, -4.368)
C (0.125, 0.247, -5.524)
F (0.737, 1.169, -6.300)
O (0.014, -0.950, -6.259)
H (2.056, -0.071, -4.599)
H (0.784, 0.474, -3.481)
H (-0.873, 0.600, -5.243)
C (1.437, -3.193, 3.195)
C (2.521, -2.401, 2.201)
C (1.777, -1.309, 1.217)
C (1.528, 0.164, 1.891)
C (0.319, 0.229, 2.997)
B (-1.146, 0.702, 2.374)
Cl (-1.756, 2.458, 2.745)
C (-2.152, -0.238, 1.475)
C (-3.572, -0.396, 2.331)
C (-4.079, -1.967, 2.151)
N (-5.574, -1.899, 1.832)
H (1.355, -2.509, 4.157)
H (0.433, -3.258, 2.583)
H (1.831, -4.276, 3.427)
H (3.433, -1.947, 2.792)
H (2.934, -3.256, 1.477)
H (2.530, -1.132, 0.307)
H (0.788, -1.726, 0.715)
H (2.525, 0.489, 2.429)
H (1.313, 0.923, 1.000)
H (0.181, -0.741, 3.638)
H (0.623, 1.086, 3.770)
H (-1.696, -1.307, 1.315)
H (-2.352, 0.254, 0.406)
H (-3.433, -0.228, 3.487)
H (-4.427, 0.304, 1.882)
H (-3.931, -2.583, 3.156)
H (-3.561, -2.523, 1.257)
H (-5.960, -2.882, 1.746)
H (-5.693, -1.443, 0.891)

## Properties
**Structure (SMILES)**: O=C1OC[C@@H](F)O1.O=C1OC[C@@H](F)O1.CCCCCB(Cl)CCCN
**Orbital gap**: 0.3507 hartree
**E_LUMO**: 0.2 eV
**Total energy**: -47329.731 eV
**2S+1**: 1

Record 3
Entry from the OMol25 dataset: a structure of composition C14H25CuN7S2 (ωB97M-V/def2-TZVPD).

CARTESIAN COORDINATES (ANGSTROEM)
Cu (0.032, -0.281, -0.427)
C (-2.439, -1.667, 2.762)
C (-1.703, -1.409, 1.479)
N (-1.234, -0.197, 1.154)
N (-1.100, 0.718, 2.178)
C (-1.632, 1.861, 2.029)
N (-1.292, 2.894, 2.907)
S (-2.885, 2.357, 0.845)
C (-1.539, -2.440, 0.524)
C (-2.146, -3.720, 0.658)
C (-1.968, -4.670, -0.305)
C (-1.177, -4.377, -1.437)
C (-0.606, -3.126, -1.503)
N (-0.751, -2.175, -0.579)
H (-2.458, -0.770, 3.375)
H (-1.970, -2.465, 3.342)
H (-3.473, -1.968, 2.571)
H (-0.914, 2.541, 3.777)
H (-2.008, 3.592, 3.037)
H (-2.756, -3.933, 1.525)
H (-2.432, -5.643, -0.200)
H (-1.015, -5.099, -2.224)
H (0.022, -2.866, -2.351)
N (0.990, 2.768, 0.240)
C (2.331, 2.786, -0.337)
C (2.290, 2.556, -1.851)
C (2.180, 1.103, -2.322)
N (0.801, 0.584, -2.193)
C (3.185, 0.201, -1.597)
C (3.237, 0.371, -0.076)
N (2.058, -0.245, 0.547)
C (3.365, 1.846, 0.300)
H (-1.232, 3.279, -0.936)
H (0.989, 3.108, 1.196)
H (0.605, 1.825, 0.258)
H (2.699, 3.805, -0.189)
H (3.215, 2.953, -2.278)
H (1.470, 3.144, -2.273)
H (2.456, 1.100, -3.383)
H (0.668, -0.197, -2.827)
H (0.128, 1.293, -2.467)
H (4.179, 0.428, -1.994)
H (2.980, -0.845, -1.843)
H (4.150, -0.127, 0.277)
H (1.929, 0.068, 1.503)
H (2.155, -1.255, 0.578)
H (4.360, 2.169, -0.027)
H (3.344, 1.958, 1.388)
S (-2.093, 2.249, -1.049)

## Properties
**Energy above the lowest of the compared OMol25 structures with the same formula, charge and spin**: 10.0 kcal/mol
**Orbital gap (alpha / beta)**: 0.1827 / 0.2598 hartree
**E_LUMO (alpha / beta)**: 0.3 / 0.3 eV
**Total energy**: -91664.437 eV
**<S²>**: 0.7692
**2S+1**: 2

Which value of 2S+1 does entry 2 give?
1

What is the formula in the third record?
C14H25CuN7S2

Which formula does entry 2 have?
C14H25BClF2NO6

What is the 2S+1 in the first record?
1